# C21H26N2O5

One molecule with the formula C21H26N2O5 in a non-equilibrium geometry (the ωB97M-V functional and the def2-TZVPD basis, OMol25).

The calculation puts the total energy at -35414.0847 eV. The calculation puts the lowest unoccupied orbital energy at 0.30 eV. Its HOMO energy is -6.731 eV.

The geometry in XYZ format:
```
54
Properties=species:S:1:pos:R:3:forces:R:3
C 1.913534 -3.345899 -0.353023 -0.3 -1.1 -0.1
N 3.037483 -2.476435 -0.073465 0.1 0.8 0.4
C 4.333170 -2.894432 0.223236 -0.4 -0.4 -0.6
C 5.108489 -1.792281 0.244787 -0.2 0.7 -0.1
N 4.276438 -0.700668 0.016607 -0.7 -0.5 0.1
C 4.777145 0.660036 -0.100048 0.9 1.0 0.1
C 2.985704 -1.125381 -0.125879 1.3 -0.8 0.6
C 1.788004 -0.287460 -0.289225 -3.2 0.2 0.5
C 0.442463 -0.728707 0.048501 4.0 -1.0 -0.5
C -0.616436 -0.005422 -0.607572 -0.6 3.4 0.1
C -1.863343 -0.816614 -0.901060 -0.2 -0.1 0.5
C -2.607560 -0.744177 -2.098228 0.4 -0.3 0.2
C -3.760978 -1.526522 -2.249493 0.2 0.1 0.0
C -4.193971 -2.356828 -1.215175 0.4 0.1 0.1
C -3.435475 -2.483052 -0.053836 0.5 0.5 0.1
C -2.259375 -1.735587 0.086912 -0.4 0.2 -0.1
O 1.972552 0.856307 -0.771931 0.6 0.3 -0.5
H 1.091435 -2.794028 -0.833182 0.5 0.0 0.3
H 2.255300 -4.128350 -1.050215 -0.1 0.2 0.4
H 1.550602 -3.812582 0.579393 0.1 0.2 -0.5
H 4.568465 -3.953089 0.311193 0.0 0.5 0.0
H 6.174292 -1.634716 0.382935 -0.4 -0.2 0.0
H 3.949021 1.364152 -0.262054 0.2 -0.5 0.0
H 5.345694 0.953971 0.812320 -0.5 -0.4 -0.5
H 5.493106 0.707651 -0.954106 -0.6 0.0 0.5
H 0.293187 -1.588037 0.726593 0.0 0.7 -0.7
H -0.305943 0.644705 -1.434527 0.6 -1.4 -0.7
H -2.244103 -0.135744 -2.942774 -0.3 -0.1 0.6
H -4.327188 -1.493221 -3.186844 0.2 0.1 0.4
H -5.093721 -2.938135 -1.305942 -0.3 -0.1 -0.2
H -3.752511 -3.113423 0.776667 0.0 0.0 -0.3
H -1.647527 -1.829173 0.997216 -0.5 0.1 -0.5
H -1.499650 1.131220 1.153667 0.8 0.7 -1.4
C -0.878054 1.513608 0.246679 -2.4 -0.2 2.4
C 0.243214 2.273019 0.943349 2.3 1.3 -0.6
O 0.757333 3.376723 0.724435 -1.7 -2.3 0.1
O 0.700028 1.526211 1.978808 0.1 0.1 -0.1
C 1.834184 2.074970 2.669274 -0.2 0.0 0.0
C 2.214203 1.066518 3.715984 -0.2 -0.5 0.5
C -1.797315 2.522550 -0.445588 -0.2 0.2 -0.8
O -1.568375 3.642622 -0.862077 0.0 -1.5 0.6
O -3.030477 1.951819 -0.593796 0.4 0.5 -0.3
C -3.946569 2.749920 -1.371800 -0.1 -0.1 0.1
C -5.183654 1.916442 -1.583740 -0.6 -0.3 0.3
H 2.689774 2.251867 1.998462 -0.5 0.0 -0.1
H 1.536114 3.038478 3.108692 0.2 -0.3 -0.1
H 3.088514 1.431914 4.251441 0.1 -0.1 0.1
H 1.401373 0.900132 4.435874 0.2 0.2 -0.1
H 2.432867 0.068483 3.301578 0.1 0.4 -0.1
H -4.163288 3.671383 -0.810968 0.1 -0.2 -0.3
H -3.522662 3.033231 -2.349270 0.2 -0.1 0.5
H -5.838847 2.453906 -2.270460 -0.1 -0.1 0.0
H -4.981350 0.916997 -1.989477 0.2 0.4 -0.1
H -5.735302 1.741147 -0.648871 0.2 0.2 -0.2
```
Positions in Å, forces in eV/Å.

Mulliken charges, unit e, in atom order: number 1, C, carries -1.018; number 2, N, carries 0.190; number 3, C, carries -0.520; number 4, C, carries -0.524; number 5, N, carries 0.194; number 6, C, carries -0.931; number 7, C, carries 0.256; number 8, C, carries 0.279; number 9, C, carries -1.102; number 10, C, carries 0.415; number 11, C, carries 0.314; number 12, C, carries 0.069; number 13, C, carries -0.677; number 14, C, carries -0.478; number 15, C, carries -0.732; number 16, C, carries -0.567; number 17, O, carries -0.915; number 18, H, carries 0.485; number 19, H, carries 0.391; number 20, H, carries 0.290; number 21, H, carries 0.441; number 22, H, carries 0.459; number 23, H, carries 0.313; number 24, H, carries 0.319; number 25, H, carries 0.337; number 26, H, carries 0.218; number 27, H, carries 0.760; number 28, H, carries 0.386; number 29, H, carries 0.432; number 30, H, carries 0.425; number 31, H, carries 0.371; number 32, H, carries 0.270; number 33, H, carries 0.197; number 34, C, carries 1.169; number 35, C, carries -0.042; number 36, O, carries -0.675; number 37, O, carries -0.162; number 38, C, carries -0.167; number 39, C, carries -1.204; number 40, C, carries -0.117; number 41, O, carries -0.617; number 42, O, carries -0.187; number 43, C, carries -0.318; number 44, C, carries -0.921; number 45, H, carries 0.181; number 46, H, carries 0.371; number 47, H, carries 0.407; number 48, H, carries 0.308; number 49, H, carries 0.216; number 50, H, carries 0.342; number 51, H, carries 0.297; number 52, H, carries 0.412; number 53, H, carries 0.087; number 54, H, carries 0.276


# C3H12N2O2

A 3-piece molecular cluster, C3H12N2O2 overall in a non-equilibrium geometry (the ωB97M-V functional and the def2-TZVPD basis, OMol25).

The calculation puts the total energy at -10372.6818 eV. The calculation puts the lowest unoccupied orbital energy (alpha / beta) at -3.48 / -7.29 eV. Its HOMO energy (alpha / beta) is -14.217 / -15.024 eV. As for the total charge: +1. The spin multiplicity is 2.

The geometry in XYZ format:
```
19
Properties=species:S:1:pos:R:3:forces:R:3
C -2.033444 -0.840538 -0.815792 -0.9 0.1 -2.5
C -0.665741 -0.293758 -0.671733 0.3 -2.0 3.3
C -0.298177 0.991657 -0.983759 -0.2 2.1 0.5
N 0.728685 1.713178 -0.442716 -0.4 -2.2 -1.1
N 0.133327 -1.130385 0.148632 -1.4 0.6 -1.2
H -2.509792 -1.077259 0.139870 0.4 0.1 -0.1
H -2.031076 -1.728845 -1.472222 0.2 -0.2 0.6
H -2.691355 -0.197658 -1.420201 0.2 0.2 0.5
H -1.055537 1.518376 -1.558096 0.5 0.2 -0.4
H 1.326490 1.109114 0.119884 0.3 0.2 -0.1
H 1.295831 2.232268 -1.109115 -0.3 0.7 0.2
H 0.186804 -0.856776 1.161518 0.3 0.1 -0.9
H -0.177472 -2.080619 -0.034108 0.1 -0.1 0.7
H -0.185801 1.321710 1.860358 -0.1 0.1 0.3
H 0.746067 0.694931 2.903823 -0.1 0.0 0.2
O -0.029352 0.511047 2.359602 0.3 0.0 -0.2
H 1.764785 -0.936202 -0.459541 1.4 0.2 0.7
H 2.817227 -0.384314 0.603237 0.0 -0.4 0.1
O 2.678523 -0.565920 -0.329634 -0.4 0.3 -0.7
```
Positions in Å, forces in eV/Å.

Mulliken charges, unit e, in atom order: number 1, C, carries -1.473; number 2, C, carries 0.854; number 3, C, carries -0.340; number 4, N, carries -0.322; number 5, N, carries -0.441; number 6, H, carries 0.356; number 7, H, carries 0.414; number 8, H, carries 0.398; number 9, H, carries 0.401; number 10, H, carries 0.202; number 11, H, carries 0.317; number 12, H, carries 0.284; number 13, H, carries 0.318; number 14, H, carries 0.335; number 15, H, carries 0.344; number 16, O, carries -0.682; number 17, H, carries 0.436; number 18, H, carries 0.312; number 19, O, carries -0.713


# C5H8N2O

One molecule with the formula C5H8N2O in a non-equilibrium geometry (the ωB97M-V functional and the def2-TZVPD basis, OMol25).

The calculation puts the total energy at -10336.1970 eV. The calculation puts the lowest unoccupied orbital energy at 0.82 eV. Its SMILES is C1=C\N=C/NOCC/1. Its HOMO energy is -8.517 eV.

The geometry in XYZ format:
```
16
Properties=species:S:1:pos:R:3:forces:R:3
C 0.905400 -0.824032 -1.254763 -0.5 0.1 0.4
C 1.125045 -1.203549 0.034773 0.3 1.1 0.5
N 0.642313 -0.820169 1.339967 -0.6 0.0 0.5
C -0.273126 -0.082008 1.899865 1.1 -0.5 -1.9
N -1.318138 0.832443 1.582168 0.1 -0.1 -1.3
O -1.539867 1.426155 0.259848 -0.7 0.7 0.4
C -0.585764 0.678306 -0.466030 1.7 -1.0 1.3
C 0.013911 0.314897 -1.810247 -0.4 -0.1 -0.3
H 1.358205 -1.498094 -1.965657 0.5 0.3 -0.3
H 2.017499 -1.842061 0.156974 -1.0 -0.2 0.0
H -0.335116 -0.202392 2.958707 0.0 0.1 0.9
H -1.344418 1.605249 2.223388 -0.1 0.2 0.3
H 0.333653 0.960740 0.082540 -0.4 -0.3 -0.5
H -0.917118 -0.319281 -0.201627 0.1 -0.2 0.1
H -0.703648 -0.099498 -2.513072 -0.1 0.0 -0.2
H 0.621169 1.073295 -2.326834 -0.2 -0.2 0.2
```
Positions in Å, forces in eV/Å.

Mulliken charges, unit e, in atom order: number 1, C, carries -0.345; number 2, C, carries -0.165; number 3, N, carries -0.667; number 4, C, carries 0.186; number 5, N, carries -0.224; number 6, O, carries -0.361; number 7, C, carries -0.787; number 8, C, carries -0.461; number 9, H, carries 0.349; number 10, H, carries 0.339; number 11, H, carries 0.397; number 12, H, carries 0.258; number 13, H, carries 0.403; number 14, H, carries 0.433; number 15, H, carries 0.334; number 16, H, carries 0.313


Looking at energy above the lowest of the compared OMol25 structures with the same formula, charge and spin for the records above, in order, we have 489.2; 62.2; 630.0 kJ/mol.